Entry 1:
Computed, not measured: C20H44CrNOP3Se as an isolated structure at a distorted geometry, with ωB97M-V/def2-TZVPD.

```
71
Properties=species:S:1:pos:R:3:lowdin_charge:R:1
Se 1.60789 -1.14361 -3.17410 1.206
Cr 0.59116 0.40575 0.60476 0.105
P -0.10334 1.03270 2.74932 0.779
P 2.75651 -0.11022 1.02169 0.738
P 0.57042 2.43941 -0.41708 0.748
O -2.50555 0.46649 -0.59101 -0.069
N -4.73763 0.54854 -0.15886 -0.180
C 1.64289 -4.43776 -5.61167 0.000
C 0.50507 -3.81103 -3.13269 -0.064
C -3.51554 0.00502 -0.02990 -0.320
C 1.24790 -2.80902 -3.82677 -0.602
C 3.60617 1.03242 2.16606 -0.214
C -0.99640 3.34103 -0.12134 -0.211
C -1.91539 1.17704 2.95608 -0.205
C 0.64555 2.37379 -2.24112 -0.238
C -4.92271 1.69079 -1.03396 -0.018
C 0.40332 -5.10496 -3.63905 -0.002
C -0.35128 -1.80085 -0.18032 -0.193
C 2.96247 -1.75842 1.79364 -0.209
C -5.88767 0.01987 0.55655 -0.026
C 0.48512 2.65920 3.33507 -0.217
C 1.90947 3.59047 0.04728 -0.221
C -0.42506 -1.47311 1.29378 -0.205
C 1.76582 -3.15370 -5.10630 -0.077
C 0.97439 -5.43197 -4.87812 0.043
C 0.38099 -0.09533 4.10829 -0.212
C 3.85935 -0.18081 -0.42242 -0.236
H 0.49700 -2.44772 -0.44108 0.060
H -4.41047 1.52754 -1.98733 0.100
H 2.28648 -2.38553 -5.67945 0.122
H 2.45803 -2.51732 1.17792 0.053
H 0.03499 -3.53420 -2.19082 0.084
H 3.18219 0.96835 3.17704 0.045
H -6.38617 0.80820 1.13908 0.108
H 3.51482 2.06434 1.80603 0.038
H -2.38334 0.18871 2.85457 0.049
H -3.48707 -0.88704 0.63052 0.136
H -0.25432 -0.78170 -0.68700 0.022
H 0.17134 -2.11347 1.94731 0.056
H 3.36514 -0.73496 -1.23818 -0.040
H 4.67246 0.76913 2.21335 0.080
H 4.06906 0.83857 -0.77170 0.060
H -1.06071 4.22517 -0.77183 0.081
H 1.85989 4.50508 -0.56144 0.080
H -4.53213 2.61315 -0.57969 0.099
H 2.88059 3.11604 -0.12737 0.041
H -5.99750 1.79771 -1.18535 0.103
H -0.12521 -5.87108 -3.07037 0.137
H 0.02045 -1.10813 3.89307 0.050
H 4.80067 -0.68582 -0.15191 0.080
H -0.06825 0.25282 5.05028 0.078
H 1.47315 -0.12635 4.22006 0.044
H -1.08146 3.66362 0.92143 0.040
H -1.45262 -1.32299 1.65237 0.047
H 0.11989 2.82158 4.36009 0.081
H 1.58106 2.69254 3.34057 0.043
H 1.57614 1.87991 -2.55151 0.021
H -5.52006 -0.76978 1.22268 0.091
H 2.52626 -1.77517 2.80307 0.054
H -6.63054 -0.39372 -0.14306 0.109
H -0.19654 1.77032 -2.60488 0.054
H 0.10593 3.46317 2.69351 0.038
H 2.07285 -4.66965 -6.58520 0.141
H 1.82951 3.87310 1.10073 0.044
H -1.27254 -2.22807 -0.61399 0.114
H 0.88418 -6.43798 -5.27459 0.143
H -2.15158 1.59247 3.94772 0.080
H 0.59448 3.38532 -2.68010 0.082
H -2.32651 1.83684 2.18072 0.048
H -1.82887 2.66392 -0.35882 0.027
H 4.03540 -1.99862 1.85571 0.077
```

* E_LUMO (spin up / spin down): -9.74 / -11.93 eV
* HOMO-LUMO gap (spin up / spin down): 6.83 / 4.64 eV
* molecular weight: 538.456 g/mol
* HOMO energy (spin up / spin down): -16.570 / -16.570 eV
* multiplicity: 4
* charge: +3
* max |F|: 4.27 eV Å⁻¹
* energy relative to the best compared isomer or geometry (same formula, charge and spin): 6.2 kcal/mol


Entry 2:
Computed, not measured: C32H56N8Pb as an isolated structure at a distorted geometry, with ωB97M-V/def2-TZVPD.

```
97
Properties=species:S:1:pos:R:3:lowdin_charge:R:1
Pb -0.23719 0.13864 0.10000 1.318
N 1.85117 -1.31949 0.89763 0.106
N 0.39069 0.80711 2.58138 0.098
N -0.17838 -2.05506 -1.34507 0.088
N -2.45366 1.41846 1.42327 0.120
N -0.97288 1.69123 -1.92048 0.112
N -1.56027 -1.63244 1.60328 0.118
N 1.74295 0.17144 -1.98297 0.130
N 1.11806 2.65989 0.23343 0.119
C -4.25023 -4.16552 1.40200 -0.085
C 3.52498 1.01246 -3.71635 -0.144
C -4.22158 2.86356 4.58033 -0.099
C -4.88311 3.24457 3.27615 -0.242
C -2.95950 -3.80564 -3.58387 -0.097
C -3.08511 2.31109 1.69101 -0.156
C -2.42692 -2.02008 2.28234 -0.167
C 2.98544 -1.57512 0.96066 -0.114
C 5.09759 2.79252 0.62466 -0.064
C -3.52983 -2.42418 3.14504 -0.166
C 5.23305 -2.11951 -0.14436 -0.224
C -1.37463 1.64554 -3.00023 -0.147
C -2.57497 -4.59147 -2.28747 -0.193
C -0.98796 -0.84052 -4.84905 -0.108
C -4.68562 -3.11287 2.43813 -0.218
C 1.94430 3.46435 0.34824 -0.177
C 4.40377 4.11919 0.01613 -0.177
C 5.59868 -0.93341 -1.07618 -0.078
C 3.51452 2.51311 -4.05108 -0.216
C -3.96247 3.48518 2.04951 -0.130
C -1.76795 1.63264 -4.37186 -0.126
C 0.31213 0.77714 3.74531 -0.126
C -0.66569 -1.72052 5.00249 -0.084
C 2.50412 0.54394 -2.74504 -0.167
C 0.24485 0.68159 5.21551 -0.151
C -0.56893 -3.10593 -1.65703 -0.120
C 2.98938 4.43462 0.55396 -0.164
C -1.02190 -4.46734 -2.01636 -0.117
C 4.39987 -1.92906 1.11154 -0.154
C 0.35110 -0.74446 5.65368 -0.224
C -1.94159 0.27621 -5.11624 -0.231
C 2.15205 3.19540 -4.11365 -0.096
H -5.24994 -2.30541 1.97160 0.115
H -2.07319 0.44768 -6.18460 0.128
H 2.45901 5.28999 0.13546 0.135
H -3.25882 -4.15994 -1.55656 0.083
H -3.45645 2.09389 4.47892 0.052
H 3.92454 3.04823 -3.19456 0.093
H 4.81595 -0.26762 -1.43972 0.026
H -1.22343 -1.76264 -5.38041 0.088
H 1.43152 2.72257 -4.78100 0.065
H 1.07110 1.31983 5.52864 0.140
H -2.92056 -2.72126 -3.48044 0.055
H -5.00918 2.64440 5.30127 0.089
H -2.35708 -4.15596 -4.42201 0.080
H -3.83655 -5.07147 1.84499 0.091
H 1.64914 3.18330 -3.14667 0.052
H -3.04661 -3.10762 3.84326 0.134
H -4.64053 3.44919 1.19684 0.120
H 2.99716 4.64759 1.62292 0.137
H -3.83183 -1.54073 3.70755 0.134
H 6.07037 -1.29257 -1.99085 0.083
H 4.76886 -2.93984 -0.69180 0.114
H 5.06997 2.80612 1.71423 0.073
H -5.10531 -4.48500 0.80628 0.085
H -2.92389 -0.13366 -4.88129 0.109
H 0.23880 -0.69057 6.73654 0.122
H 4.84160 -1.11719 1.68933 0.133
H -1.63440 -1.33998 4.67862 0.049
H -5.51387 4.13149 3.33634 0.123
H -2.85129 -5.63474 -2.44021 0.120
H -2.72323 2.15426 -4.43068 0.142
H 1.35243 -1.16719 5.57162 0.123
H -3.61996 3.68006 4.97968 0.081
H 4.50180 0.81205 -3.27615 0.107
H 6.37230 -0.28361 -0.66707 0.077
H -0.70493 1.12594 5.51314 0.135
H 4.51955 -2.88220 1.62661 0.139
H -5.58494 2.45624 3.00403 0.112
H 6.16326 -2.59346 0.16897 0.122
H -1.06473 2.21795 -4.96431 0.131
H -4.01185 -3.97266 -3.81357 0.083
H -0.86630 -1.00214 -3.77798 0.037
H 4.43216 4.19870 -1.07060 0.091
H -0.48431 -4.79069 -2.90774 0.133
H 4.55545 1.89297 0.33314 0.035
H -0.68403 -5.09054 -1.18837 0.128
H 2.24510 4.26665 -4.29216 0.089
H 6.11253 2.58889 0.28330 0.073
H -3.51944 4.47457 1.93581 0.130
H -0.01911 -0.47907 -5.19369 0.078
H -3.63495 -3.71883 0.62098 0.040
H -0.25675 -2.03090 4.04096 0.054
H 4.18444 2.57348 -4.90878 0.127
H -5.40003 -3.52682 3.14973 0.126
H 3.45410 0.40395 -4.61790 0.133
H 5.01792 4.95712 0.34593 0.111
H -0.79005 -2.64047 5.57375 0.091
```

* E_LUMO (spin up / spin down): -7.68 / -13.82 eV
* HOMO-LUMO gap (spin up / spin down): 10.35 / 4.22 eV
* molecular weight: 760.056 g/mol
* HOMO energy (spin up / spin down): -18.034 / -18.033 eV
* multiplicity: 2
* charge: +3
* max |F|: 4.64 eV Å⁻¹